The following is a quantum chemistry calculation of an isolated molecule of CH5PS at a distorted geometry, from the OMol25 dataset.

The geometry in ORCA input format:
```
! RIJCOSX wB97M-V def2-TZVPD def2/J DEFGRID3
* xyz 0 1
C -0.3287 0.0550 0.4508
P 1.3408 -0.8664 -0.2239
S -1.7853 -0.6844 -0.4166
H -0.0950 1.0787 0.2955
H -0.3647 -0.0874 1.6276
H 1.8834 0.0826 0.5959
H 1.5331 -0.0482 -1.3525
H -2.1836 0.4701 -0.9768
*
```

As for the energy: -21240.652 eV. As for the HOMO energy: -8.9659 eV. The SMILES is PCS. The value obtained for the frontier orbital gap is 9.77 eV. As for the lowest unoccupied orbital energy: 0.80 eV.